The following is a quantum chemistry calculation of a 6-piece molecular cluster, C26H39ClF6NO27S6 overall in a non-equilibrium geometry, from the Open Molecules 2025 dataset.

Each line ends with the Mulliken charge.
Element x y z (Å)
C (-2.988, -0.063, -3.717)  -1.039
C (-2.222, 1.055, -4.503)  0.317
O (-0.831, 0.741, -4.760)  -0.539
C (-2.291, 2.502, -3.875)  -0.827
O (-2.641, 2.558, -2.471)  -0.365
C (-1.674, 2.068, -1.647)  0.384
C (-0.272, 1.948, -1.945)  -0.573
N (0.669, 1.411, -1.056)  0.488
S (2.297, 1.361, -1.607)  1.043
O (2.999, 0.137, -1.300)  -0.502
O (2.447, 1.643, -3.019)  -0.638
C (3.227, 2.737, -0.705)  0.745
F (3.593, 3.710, -1.571)  -0.187
F (2.558, 3.202, 0.380)  -0.149
F (4.397, 2.191, -0.260)  -0.206
C (0.241, 0.962, 0.202)  0.091
C (1.257, 0.338, 1.195)  -1.524
C (1.154, -1.222, 1.378)  0.349
O (2.484, -1.759, 1.422)  -0.567
C (0.396, -1.994, 0.242)  0.798
F (0.673, -3.345, 0.435)  -0.297
F (-0.982, -1.916, 0.340)  -0.265
F (0.813, -1.715, -1.027)  -0.222
C (-1.156, 1.074, 0.628)  0.813
C (-1.666, 0.623, 2.043)  -0.575
C (-2.001, 1.925, 2.926)  0.134
C (-1.659, 1.675, 4.450)  -1.233
Cl (-0.964, 3.329, 2.367)  -0.127
C (-2.139, 1.632, -0.297)  0.835
C (-3.642, 1.786, 0.064)  -0.468
O (-4.329, 0.813, 0.059)  -0.428
O (-4.138, 3.022, 0.413)  -0.329
H (-2.226, -0.848, -3.437)  0.245
H (-3.712, -0.602, -4.391)  0.356
H (-3.583, 0.289, -2.841)  0.174
H (-2.708, 1.128, -5.521)  0.394
H (-0.551, 1.427, -5.396)  0.350
H (-1.354, 3.100, -4.081)  0.472
H (-3.103, 3.062, -4.420)  0.352
H (0.095, 2.294, -2.931)  0.183
H (1.034, 0.797, 2.202)  0.301
H (2.329, 0.592, 0.992)  0.285
H (0.701, -1.494, 2.389)  0.146
H (2.461, -2.563, 1.978)  0.431
H (-0.926, -0.021, 2.572)  0.068
H (-2.639, 0.101, 1.872)  0.577
H (-3.092, 2.149, 2.796)  0.453
H (-0.582, 1.968, 4.593)  0.335
H (-2.280, 2.281, 5.152)  0.324
H (-1.758, 0.575, 4.679)  0.367
H (-3.560, 3.472, 1.062)  0.333
C (-1.909, -5.558, 2.190)  -0.320
C (-1.932, -6.176, 3.573)  -0.410
O (-1.038, -5.369, 4.349)  -0.325
S (-1.094, -3.853, 3.813)  1.155
O (-1.977, -3.110, 4.644)  -0.576
O (0.240, -3.424, 3.538)  -0.532
O (-1.841, -4.145, 2.415)  -0.229
H (-1.015, -5.858, 1.636)  0.258
H (-2.794, -5.809, 1.609)  0.338
H (-1.609, -7.215, 3.570)  0.325
H (-2.926, -6.106, 4.023)  0.310
C (4.227, -4.259, -0.934)  -0.219
C (3.073, -3.841, -1.825)  0.061
O (3.393, -4.372, -3.113)  -0.324
S (4.210, -5.753, -2.928)  1.126
O (3.297, -6.836, -3.054)  -0.578
O (5.410, -5.669, -3.687)  -0.455
O (4.572, -5.578, -1.364)  -0.358
H (5.096, -3.613, -1.083)  0.346
H (3.955, -4.260, 0.120)  0.218
H (2.956, -2.760, -1.873)  0.030
H (2.135, -4.294, -1.495)  0.119
C (8.520, -7.027, -4.970)  -0.214
C (8.464, -8.004, -3.812)  -0.290
O (9.481, -8.967, -4.097)  -0.327
S (10.693, -8.242, -4.882)  1.090
O (11.706, -7.912, -3.940)  -0.527
O (10.960, -8.975, -6.070)  -0.525
O (9.909, -6.885, -5.275)  -0.334
H (8.016, -7.429, -5.852)  0.303
H (8.086, -6.061, -4.715)  0.233
H (7.492, -8.486, -3.721)  0.283
H (8.716, -7.514, -2.868)  0.312
C (-7.459, 5.281, -0.457)  -0.348
C (-6.672, 5.232, 0.839)  -0.029
O (-6.910, 6.493, 1.463)  -0.303
S (-8.400, 7.000, 1.085)  1.076
O (-9.274, 6.658, 2.152)  -0.527
O (-8.305, 8.316, 0.560)  -0.518
O (-8.667, 5.972, -0.135)  -0.329
H (-6.930, 5.858, -1.220)  0.351
H (-7.680, 4.288, -0.844)  0.301
H (-5.608, 5.080, 0.673)  0.037
H (-7.052, 4.449, 1.502)  0.277
C (-0.689, 7.543, 3.400)  -0.277
C (-1.234, 8.238, 4.632)  -0.408
O (-1.956, 7.223, 5.335)  -0.309
S (-1.243, 5.798, 5.093)  1.109
O (-0.396, 5.524, 6.200)  -0.581
O (-2.226, 4.876, 4.628)  -0.480
O (-0.314, 6.236, 3.844)  -0.290
H (-1.460, 7.435, 2.633)  0.246
H (0.170, 8.063, 2.979)  0.323
H (-1.887, 9.073, 4.385)  0.321
H (-0.427, 8.589, 5.280)  0.307

Values from the calculation:
lowest unoccupied orbital energy	-0.2039	Ha
charge	+1
molar mass	1139.42	g mol⁻¹
frontier orbital gap	0.237	hartree
energy above the lowest of the compared OMol25 structures with the same formula, charge and spin	0.00	kJ/mol
DFT total energy	-6548.39640	hartree